(1)
Density functional theory data (the ωB97M-V functional and the def2-TZVPD basis) for 13 unconnected molecules or ions with the total composition C23H62O13 at a distorted geometry.

Geometry as ORCA input:
```
! RIJCOSX wB97M-V def2-TZVPD def2/J DEFGRID3
* xyz 0 1
C -0.94 0.77 4.45
C 0.39 0.12 4.19
O 0.60 -1.07 4.12
C 1.50 1.09 3.79
H -0.77 1.31 5.37
H -1.69 -0.02 4.58
H -1.21 1.38 3.59
H 1.46 1.37 2.74
H 2.47 0.72 4.11
H 1.32 2.01 4.35
C -2.48 3.71 3.83
C -1.17 4.39 3.53
O -0.50 4.97 4.40
C -0.55 4.34 2.13
H -2.41 2.94 4.59
H -2.85 3.19 2.95
H -3.25 4.45 4.08
H -0.57 3.32 1.76
H 0.51 4.62 2.18
H -1.04 5.04 1.45
C -0.39 1.06 -5.31
C 0.05 -0.33 -5.00
O -0.28 -1.27 -5.70
C 0.76 -0.57 -3.70
H -1.22 0.99 -6.01
H 0.46 1.64 -5.68
H -0.81 1.66 -4.50
H 0.81 -1.64 -3.46
H 0.34 -0.02 -2.86
H 1.76 -0.20 -3.93
C -3.35 -3.64 1.39
C -2.73 -3.93 2.71
O -2.95 -4.92 3.33
C -1.70 -2.94 3.28
H -3.64 -2.59 1.39
H -4.31 -4.16 1.28
H -2.68 -3.74 0.54
H -0.76 -2.96 2.72
H -1.47 -3.20 4.32
H -2.00 -1.90 3.32
C -2.15 -3.82 -3.98
C -3.05 -3.36 -2.84
O -4.12 -3.95 -2.56
C -2.72 -2.05 -2.10
H -1.20 -3.28 -3.98
H -2.52 -3.65 -4.98
H -2.03 -4.90 -3.91
H -3.45 -1.86 -1.31
H -2.75 -1.23 -2.82
H -1.72 -2.10 -1.66
C 1.26 -3.62 -0.09
O 0.34 -3.22 -1.10
H 1.74 -2.74 0.34
H 0.80 -4.15 0.74
H 2.01 -4.32 -0.45
H 0.38 -3.80 -1.86
C -3.29 0.17 0.98
O -2.64 1.11 0.13
H -2.78 -0.78 0.83
H -3.22 0.50 2.01
H -4.29 -0.02 0.59
H -3.32 1.77 -0.03
C 3.48 2.59 0.98
O 2.19 3.24 0.97
H 3.52 1.73 1.65
H 3.69 2.16 0.01
H 4.33 3.20 1.28
H 1.56 2.55 0.76
C 4.05 -1.60 -1.55
O 4.95 -0.76 -2.25
H 3.66 -1.14 -0.64
H 3.17 -1.85 -2.14
H 4.50 -2.55 -1.25
H 5.19 -1.15 -3.09
C -1.93 3.36 -2.77
O -1.12 4.09 -3.60
H -2.37 3.94 -1.97
H -2.67 2.93 -3.46
H -1.43 2.51 -2.31
H -0.24 3.77 -3.40
C 0.44 0.02 0.36
O 0.07 1.35 0.34
H 1.51 -0.17 0.45
H 0.04 -0.49 1.24
H 0.16 -0.48 -0.57
H -0.88 1.37 0.23
C 2.04 2.63 -2.39
O 1.62 3.23 -3.61
H 2.34 3.36 -1.64
H 1.27 1.93 -2.09
H 2.85 1.95 -2.66
H 2.39 3.49 -4.12
C 4.12 -1.66 2.54
O 4.62 -2.77 1.82
H 3.46 -1.06 1.91
H 3.57 -1.88 3.45
H 4.99 -1.06 2.81
H 4.83 -3.45 2.47
*
```

* DFT total energy: -51469.3030 eV
* molecular weight: 546.7 g/mol
* relative energy (zero: lowest compared OMol25 entry of this formula, charge and spin): 19.2 kcal/mol
* LUMO level: 0.08 eV
* gap between HOMO and LUMO: 9.638 eV

(2)
Density functional theory data (the ωB97M-V functional and the def2-TZVPD basis) for 9 unconnected molecules or ions with the total composition C16H54N4O9 at a distorted geometry.

Geometry as ORCA input:
```
! RIJCOSX wB97M-V def2-TZVPD def2/J DEFGRID3
* xyz 0 1
C -10.51 -16.78 9.04
O -9.33 -17.36 9.63
C -8.61 -16.41 10.46
C -7.07 -16.28 10.23
C -6.46 -15.31 11.21
N -6.77 -15.88 8.90
H -10.32 -15.86 8.45
H -11.16 -16.52 9.87
H -11.04 -17.52 8.46
H -9.19 -15.47 10.24
H -8.82 -16.76 11.55
H -6.74 -17.32 10.42
H -5.56 -14.83 10.92
H -6.42 -15.66 12.23
H -7.16 -14.45 11.19
H -6.22 -15.07 8.74
H -7.62 -15.81 8.33
C -6.08 -20.96 5.62
O -4.95 -20.36 5.08
C -3.73 -20.82 5.70
C -2.59 -20.04 5.06
C -1.28 -20.49 5.57
N -2.69 -18.56 5.41
H -6.38 -20.59 6.59
H -5.92 -22.01 5.69
H -6.90 -20.71 4.96
H -3.70 -20.67 6.79
H -3.64 -21.90 5.54
H -2.75 -20.21 3.97
H -1.34 -20.48 6.65
H -0.52 -19.80 5.18
H -0.88 -21.48 5.22
H -1.88 -18.15 4.99
H -3.47 -18.19 4.94
C 2.98 -12.95 8.76
O 1.71 -13.16 8.21
C 1.44 -14.44 7.91
C 0.47 -15.12 8.89
C 0.06 -16.53 8.44
N -0.64 -14.27 9.11
H 3.40 -13.81 9.33
H 2.98 -12.05 9.34
H 3.79 -12.77 7.98
H 1.01 -14.59 6.88
H 2.36 -15.05 7.80
H 1.05 -15.16 9.79
H -0.49 -17.04 9.26
H 0.92 -17.19 8.23
H -0.54 -16.53 7.57
H -0.37 -13.26 9.03
H -1.28 -14.41 8.37
C -6.48 -19.92 9.43
O -5.60 -20.92 9.02
C -6.19 -22.18 9.04
C -6.17 -22.95 10.38
C -4.77 -23.35 10.79
N -6.87 -24.22 10.05
H -6.11 -18.87 9.36
H -6.73 -20.06 10.53
H -7.38 -19.80 8.82
H -7.17 -22.22 8.60
H -5.58 -22.79 8.34
H -6.72 -22.39 11.15
H -4.66 -23.70 11.83
H -4.00 -22.60 10.67
H -4.64 -24.25 10.13
H -7.84 -24.08 9.84
H -6.81 -24.98 10.71
O -4.02 -17.46 8.43
H -3.99 -18.16 7.70
H -4.97 -17.32 8.73
O -1.93 -15.27 11.44
H -1.54 -14.87 10.57
H -1.86 -14.58 12.10
O -2.45 -20.57 9.54
H -2.17 -19.92 10.18
H -3.37 -20.68 9.81
O -5.09 -18.75 12.22
H -4.98 -19.57 12.60
H -4.22 -18.47 11.94
O -2.77 -18.06 11.07
H -2.45 -17.19 11.37
H -3.10 -18.04 10.11
*
```

* DFT total energy: -41853.0063 eV
* molecular weight: 446.6 g/mol
* relative energy (zero: lowest compared OMol25 entry of this formula, charge and spin): 50.7 kcal/mol
* LUMO level: 0.70 eV
* gap between HOMO and LUMO: 9.693 eV
* SMILES: COC[C@H](C)N.COC[C@H](C)N.COC[C@H](C)N.COC[C@H](C)N.O.O.O.O.O